Below is an isolated molecule of C3H3NO2, with properties calculated with ωB97M-V/def2-TZVPD.

The SMILES is N#C[C@H](O)C=O. As for the HOMO energy: -10.9443 eV. As for the molecular weight: 85.06 g/mol. Its energy above the lowest of the compared OMol25 structures with the same formula, charge and spin is 214.3 kJ/mol. The calculation puts the LUMO energy at -0.2 eV. The orbital gap comes out at 10.71 eV.

ORCA input file:
```
! wB97M-V def2-TZVPD RIJCOSX def2/J DEFGRID3
* xyz 0 1
O -1.5824 -0.2876 0.6514
O 0.9166 1.1360 1.1681
N -1.1074 1.5692 -2.2030
C 0.8554 0.2865 0.3051
C -0.5146 -0.1751 -0.3149
C -0.9586 0.7598 -1.3789
H 1.7385 -0.2768 0.0267
H -0.3568 -1.0839 -0.8647
H -1.6906 0.5851 0.9034
*
```

Löwdin atomic charge list, values in e, 4 entries:
1 O 0.025
2 O 0.088
3 N 0.169
4 C -0.152